# C51H82GeN8O3P3STi

A structure of composition C51H82GeN8O3P3STi in a non-equilibrium geometry (ωB97M-V/def2-TZVPD, OMol25).

Each line ends with the Mulliken spin population.
Geometry (Å):
Ti (-0.015, -0.457, -0.748)  1.27
C (-3.554, 0.790, -4.503)  0.00
C (-2.523, -0.029, -3.724)  0.02
C (-3.060, -1.404, -3.332)  0.04
P (-1.756, 0.836, -2.247)  0.27
C (-0.950, 2.324, -3.050)  -0.05
N (0.382, 2.093, -3.507)  0.16
Ge (1.582, 1.535, -2.037)  -0.07
N (3.237, 0.702, -2.842)  0.07
C (3.479, -0.637, -2.388)  0.02
P (1.938, -1.604, -2.068)  0.14
C (1.108, -1.579, -3.758)  0.00
C (0.212, -2.809, -3.899)  0.03
C (1.995, -1.380, -4.980)  0.04
C (2.803, -3.276, -1.882)  0.02
C (3.537, -3.853, -3.090)  0.00
C (3.787, -3.182, -0.707)  0.01
C (4.339, 1.416, -3.218)  0.06
C (5.677, 1.045, -3.027)  -0.03
C (6.690, 1.917, -3.366)  0.04
C (6.411, 3.184, -3.869)  0.02
C (5.102, 3.567, -4.083)  0.00
C (4.082, 2.671, -3.802)  0.05
N (2.733, 2.935, -4.043)  0.18
C (2.066, 2.310, -5.100)  0.10
C (2.617, 2.045, -6.343)  -0.02
C (1.792, 1.611, -7.366)  0.06
C (0.426, 1.465, -7.146)  0.03
C (-0.120, 1.659, -5.892)  -0.01
C (0.708, 2.029, -4.829)  0.06
C (2.282, 4.220, -3.692)  0.05
C (2.103, 5.203, -4.650)  0.02
C (1.803, 6.494, -4.263)  0.01
C (1.699, 6.784, -2.910)  0.02
C (1.833, 5.799, -1.954)  -0.01
C (2.064, 4.462, -2.317)  0.03
N (2.045, 3.382, -1.475)  0.09
C (1.959, 3.614, -0.050)  -0.04
P (1.039, 2.284, 0.902)  0.11
C (0.284, 3.437, 2.190)  0.01
C (-0.695, 4.434, 1.550)  0.00
C (-0.417, 2.612, 3.265)  0.00
C (2.468, 1.532, 1.869)  -0.02
C (3.272, 2.470, 2.764)  0.00
C (3.360, 0.783, 0.881)  0.03
C (-3.088, 1.817, -1.354)  -0.04
C (-2.558, 2.004, 0.067)  0.04
C (-4.506, 1.256, -1.343)  0.00
H (-3.470, 0.590, -5.569)  0.00
H (-3.429, 1.861, -4.353)  0.00
H (-4.567, 0.531, -4.207)  0.00
H (-1.648, -0.191, -4.370)  0.01
H (-3.988, -1.326, -2.770)  0.00
H (-2.325, -1.932, -2.724)  0.00
H (-3.257, -1.990, -4.228)  0.00
H (-0.898, 3.084, -2.254)  0.00
H (-1.584, 2.729, -3.848)  0.00
H (4.064, -0.643, -1.457)  0.02
H (4.053, -1.180, -3.151)  0.00
H (0.444, -0.698, -3.678)  -0.02
H (0.796, -3.698, -4.120)  0.00
H (-0.500, -2.669, -4.709)  0.00
H (-0.339, -2.972, -2.971)  0.01
H (2.698, -2.195, -5.119)  0.00
H (2.543, -0.443, -4.920)  -0.01
H (1.365, -1.336, -5.866)  0.00
H (2.001, -3.972, -1.619)  0.00
H (4.316, -3.194, -3.463)  0.00
H (2.865, -4.098, -3.906)  0.00
H (4.021, -4.776, -2.775)  0.00
H (4.744, -2.792, -1.044)  0.00
H (3.974, -4.172, -0.295)  0.00
H (3.425, -2.530, 0.091)  0.00
H (5.937, 0.088, -2.605)  -0.01
H (7.715, 1.614, -3.218)  0.00
H (7.211, 3.862, -4.113)  0.00
H (4.855, 4.538, -4.491)  0.00
H (3.667, 2.230, -6.513)  0.00
H (2.204, 1.441, -8.349)  0.00
H (-0.216, 1.175, -7.965)  0.00
H (-1.179, 1.517, -5.742)  0.00
H (2.245, 4.952, -5.691)  0.00
H (1.691, 7.267, -5.004)  0.00
H (1.510, 7.796, -2.588)  0.00
H (1.757, 6.090, -0.920)  -0.01
H (1.432, 4.547, 0.158)  0.00
H (2.969, 3.718, 0.363)  0.01
H (1.105, 4.001, 2.643)  0.00
H (-1.718, 4.174, 1.801)  0.00
H (-0.620, 4.468, 0.462)  0.00
H (-0.512, 5.440, 1.920)  0.00
H (-1.090, 1.888, 2.806)  0.00
H (-0.999, 3.263, 3.913)  0.00
H (0.302, 2.076, 3.878)  0.00
H (1.990, 0.784, 2.504)  0.00
H (3.686, 3.310, 2.213)  0.00
H (4.108, 1.927, 3.201)  0.00
H (2.670, 2.855, 3.582)  0.00
H (3.812, 1.466, 0.161)  0.00
H (2.759, 0.039, 0.344)  0.04
H (4.165, 0.269, 1.405)  0.00
H (-3.123, 2.800, -1.845)  0.00
H (-2.488, 1.045, 0.592)  0.00
H (-3.210, 2.674, 0.627)  0.00
H (-1.559, 2.446, 0.042)  0.01
H (-4.526, 0.201, -1.094)  0.00
H (-4.988, 1.393, -2.304)  0.00
H (-5.091, 1.798, -0.601)  0.00
C (0.712, -0.938, 3.872)  0.00
N (0.932, -2.087, 3.023)  0.03
C (1.298, -3.300, 3.720)  0.00
C (0.719, -2.033, 1.694)  0.03
O (0.561, -0.957, 1.062)  0.02
C (0.768, -3.365, 0.948)  0.03
O (0.206, -3.268, -0.347)  0.01
C (-1.139, -3.696, -0.397)  0.02
C (-2.068, -2.535, -0.093)  0.01
O (-1.666, -1.360, -0.334)  -0.05
N (-3.308, -2.823, 0.345)  0.02
C (-4.235, -1.764, 0.657)  0.00
C (-3.779, -4.167, 0.600)  0.00
H (0.205, -1.260, 4.780)  0.00
H (0.078, -0.229, 3.341)  -0.01
H (1.661, -0.474, 4.155)  0.00
H (1.823, -3.025, 4.632)  0.00
H (1.965, -3.921, 3.129)  0.00
H (0.418, -3.886, 4.000)  0.00
H (0.251, -4.142, 1.522)  0.00
H (1.811, -3.667, 0.819)  0.00
H (-1.302, -4.533, 0.291)  0.00
H (-1.307, -4.055, -1.420)  0.00
H (-3.719, -0.813, 0.548)  0.00
H (-4.571, -1.870, 1.689)  0.00
H (-5.096, -1.820, -0.013)  0.00
H (-3.345, -4.579, 1.516)  0.00
H (-3.569, -4.834, -0.235)  0.00
H (-4.858, -4.121, 0.732)  0.00
C (-2.391, 0.710, 6.178)  0.00
N (-3.545, 0.940, 5.357)  0.00
C (-4.701, 1.580, 5.734)  0.00
C (-5.556, 1.548, 4.690)  0.00
N (-4.920, 0.878, 3.671)  0.00
C (-3.682, 0.500, 4.082)  0.00
S (-2.575, -0.345, 3.178)  0.00
H (-2.156, 1.605, 6.751)  0.00
H (-1.558, 0.458, 5.523)  0.00
H (-2.565, -0.118, 6.869)  0.00
H (-4.818, 2.000, 6.712)  0.00
H (-6.544, 1.941, 4.578)  0.00
H (-5.296, 0.667, 2.763)  0.00

Force components x, y, z for each atom (eV/Å):
Ti 1.4 2.6 -1.6
C 0.1 0.0 0.0
C 0.2 0.2 0.3
C 0.2 0.1 -0.1
P -0.4 0.8 -1.0
C -0.4 -0.1 0.2
N 0.5 -0.4 -0.2
Ge 0.7 0.4 -0.7
N -1.1 0.3 0.5
C 0.1 -0.1 0.2
P 0.7 -0.2 -1.0
C 0.0 0.0 0.2
C 0.1 0.2 0.1
C -0.1 0.1 0.1
C -0.4 0.2 0.1
C -0.2 0.0 0.1
C -0.2 0.0 0.0
C -0.1 0.4 -0.1
C 0.0 -0.2 0.0
C -0.1 0.1 0.0
C 0.0 0.2 -0.1
C 0.0 0.0 0.1
C 0.4 -0.4 0.1
N 0.1 0.3 -0.8
C -0.1 0.0 0.1
C 0.1 -0.2 -0.2
C 0.4 0.2 0.1
C -0.3 -0.1 0.2
C -0.2 0.0 -0.3
C 0.2 0.0 0.5
C -0.2 0.5 0.3
C 0.0 0.0 0.0
C 0.0 0.0 -0.1
C 0.0 0.0 -0.1
C 0.0 -0.1 0.3
C 0.0 0.0 -0.4
N -0.3 -1.3 -0.1
C 0.1 -0.1 0.2
P 0.4 0.7 0.9
C 0.1 -0.2 -0.2
C 0.1 0.0 0.0
C 0.2 0.1 -0.2
C -0.3 0.0 -0.2
C -0.2 -0.1 -0.1
C -0.3 -0.1 0.1
C 0.1 -0.2 0.1
C 0.1 0.1 -0.2
C 0.2 0.1 -0.2
H 0.0 0.0 -0.1
H -0.1 0.1 -0.1
H -0.1 0.0 0.0
H 0.0 0.0 0.1
H -0.1 0.0 0.1
H -0.1 -0.1 -0.1
H -0.1 -0.1 0.0
H -0.1 0.0 -0.1
H 0.1 0.0 0.1
H 0.0 -0.1 -0.1
H 0.0 0.0 0.1
H 0.2 -0.2 0.0
H 0.0 -0.1 0.0
H -0.1 0.0 -0.1
H -0.1 -0.2 -0.1
H 0.1 -0.1 0.0
H 0.1 0.0 0.0
H -0.1 0.0 -0.1
H 0.1 0.1 0.0
H 0.1 0.1 0.0
H 0.0 0.0 -0.1
H 0.1 -0.1 0.0
H 0.1 0.1 0.0
H 0.0 -0.1 0.1
H 0.1 0.0 0.1
H -0.1 -0.1 0.0
H 0.1 0.0 0.0
H 0.1 0.1 0.0
H 0.0 0.1 0.0
H 0.1 0.0 0.0
H 0.0 0.0 -0.1
H -0.1 0.0 0.0
H -0.1 0.0 0.0
H 0.0 0.0 -0.1
H 0.0 0.1 -0.1
H 0.0 0.1 0.0
H 0.0 0.0 0.1
H 0.0 -0.1 0.0
H -0.1 0.1 0.1
H 0.0 -0.1 -0.1
H -0.1 0.0 0.0
H -0.1 0.1 -0.1
H 0.0 0.1 0.0
H -0.1 0.0 0.1
H -0.1 0.1 0.2
H 0.1 -0.1 0.1
H 0.0 0.0 -0.1
H 0.1 0.1 0.0
H 0.1 -0.1 0.0
H 0.0 0.1 0.1
H 0.1 0.0 -0.1
H 0.2 0.1 0.0
H 0.1 0.0 0.0
H 0.1 -0.2 0.0
H 0.0 0.2 0.1
H 0.0 0.0 0.1
H -0.1 -0.1 0.1
H -0.1 -0.1 0.0
H -0.1 -0.1 -0.1
H -0.1 0.0 0.1
C 0.1 0.6 0.0
N -0.3 0.2 -1.1
C 0.0 -0.5 0.0
C 0.5 0.3 0.6
O 0.5 -1.6 2.3
C 0.0 0.1 -0.1
O -0.5 -0.4 0.4
C 0.2 0.0 0.0
C -1.1 -0.1 0.2
O -2.1 -2.2 0.9
N 1.6 0.6 -0.5
C -0.3 0.5 -0.1
C 0.0 -0.6 0.1
H -0.1 0.0 -0.1
H 0.1 0.0 0.2
H 0.0 0.0 0.0
H 0.0 0.0 0.0
H 0.1 0.0 0.0
H 0.0 0.0 0.0
H 0.1 0.1 0.0
H -0.1 0.0 0.1
H 0.0 0.1 -0.1
H -0.2 0.1 0.2
H -0.2 -0.1 0.1
H 0.1 0.0 0.0
H 0.0 0.0 0.0
H 0.0 0.0 -0.1
H 0.0 0.0 0.0
H 0.0 0.0 0.0
C 0.4 -0.1 0.3
N -0.4 -0.1 -0.8
C -0.6 0.2 0.0
C -0.1 0.2 0.4
N 0.4 0.1 0.4
C -0.1 0.0 -0.1
S 0.6 -0.6 -0.4
H 0.0 0.0 0.0
H -0.1 0.1 0.1
H 0.0 0.0 -0.1
H -0.1 0.1 0.1
H -0.2 0.1 0.1
H 0.1 0.0 0.1

Summary:
Total charge: +2
⟨S²⟩: 3.771
Multiplicity: 4
Kohn-Sham gap (spin up / spin down) (eV): 6.85 / 4.74
Energy relative to the best compared isomer or geometry (same formula, charge and spin) (kJ/mol): 102.6
Total energy (eV): -190604.0644
Lowest unoccupied orbital energy (spin up / spin down) (eV): -4.0 / -6.4